Here is a 2-piece molecular cluster, CH2N2O3P overall from the Open Molecules 2025 dataset. Energies are from ωB97M-V with the def2-TZVPD basis set.

Properties
* relative energy (zero: lowest compared OMol25 entry of this formula, charge and spin): 86.0 kcal/mol
* E_HOMO (alpha / beta): -4.84 / -2.74 eV
* total charge: -1
* orbital gap (alpha / beta): 0.3256 / 0.2520 Ha
* 2S+1: 1

Cartesian coordinates (Å):
C: -0.5004 -1.1182 0.2357
N: 0.5665 -1.5414 -0.0027
N: 1.8865 0.5901 -0.3540
O: -2.6104 0.3636 -0.8361
O: -2.3727 0.1435 1.7050
O: 1.0609 1.4065 0.3065
P: -1.7972 0.0438 0.3580
H: 2.1734 0.5911 -1.3342
H: 1.5935 -0.4789 -0.0784



Here is one molecule with the formula C4H6N2O from the Open Molecules 2025 dataset. Energies are from ωB97M-V with the def2-TZVPD basis set.

Properties
* relative energy (zero: lowest compared OMol25 entry of this formula, charge and spin): 65.5 kcal/mol
* E_HOMO: -8.51 eV
* structure (SMILES): Cn1nccc1O
* total charge: 0
* orbital gap: 0.3333 Ha
* 2S+1: 1

Cartesian coordinates (Å):
C: 1.8729 0.3529 -0.3506
N: 0.4360 0.2931 -0.3726
N: -0.4080 1.4001 -0.6779
C: -1.5103 0.9926 -0.1509
C: -1.5018 -0.3777 0.4033
C: -0.1150 -0.6700 0.3182
O: 0.5048 -1.7660 0.6822
H: 2.1114 1.2286 -0.8714
H: 2.2237 -0.6066 -0.9527
H: 2.3286 0.5182 0.7890
H: -2.3540 1.7024 0.0169
H: -2.4901 -0.6860 0.9064
H: 1.4714 -1.6678 0.6875



Here is a 2-piece molecular cluster, CH4OS overall from the Open Molecules 2025 dataset. Energies are from ωB97M-V with the def2-TZVPD basis set.

Properties
* relative energy (zero: lowest compared OMol25 entry of this formula, charge and spin): 60.5 kcal/mol
* E_HOMO: -8.60 eV
* total charge: 0
* orbital gap: 0.3120 Ha
* 2S+1: 1

Cartesian coordinates (Å):
C: -0.1564 1.1162 -0.5838
O: 0.7079 -1.0515 1.0332
S: -1.4360 0.2176 -0.8974
H: 0.7030 -0.5095 1.8110
H: -0.2289 1.9713 -1.2518
H: 1.4542 -0.7278 0.4061
H: -1.0438 -1.0164 -0.5173



Here is one molecule with the formula C3H7NO3 from the Open Molecules 2025 dataset. Energies are from ωB97M-V with the def2-TZVPD basis set.

Properties
* relative energy (zero: lowest compared OMol25 entry of this formula, charge and spin): 23.9 kcal/mol
* E_HOMO: -10.09 eV
* structure (SMILES): N[C@@H](CO)C(=O)O
* total charge: 0
* orbital gap: 0.3941 Ha
* 2S+1: 1

Cartesian coordinates (Å):
N: 1.1112 -1.3237 -0.0687
C: -0.2143 -0.7622 -0.2278
C: -0.8548 -0.6729 1.1775
O: -0.0045 0.0377 2.0336
C: -0.1841 0.6296 -0.8177
O: -1.1577 1.3469 -0.9110
O: 1.0240 1.0032 -1.2861
H: 1.6962 -1.0485 -0.8337
H: 1.0769 -2.3469 -0.0380
H: -0.8604 -1.3550 -0.9229
H: -1.0603 -1.6816 1.4948
H: -1.8019 -0.1405 1.1074
H: 0.8782 -0.3186 1.8490
H: 0.9179 1.8885 -1.6601



Here is a 2-piece molecular cluster, C7H7N3O5 overall from the Open Molecules 2025 dataset. Energies are from ωB97M-V with the def2-TZVPD basis set.

Properties
* relative energy (zero: lowest compared OMol25 entry of this formula, charge and spin): 43.2 kcal/mol
* E_HOMO: -9.69 eV
* total charge: 0
* orbital gap: 0.3159 Ha
* 2S+1: 1

Cartesian coordinates (Å):
C: -2.5320 -1.0277 0.1885
C: -2.2958 0.0786 -0.5216
C: -1.5619 -1.6249 1.0011
C: -1.0074 0.6892 -0.4636
C: -0.1117 0.0398 0.2883
C: -0.2293 -1.1123 0.9275
C: -0.6418 1.9272 -1.3237
N: 1.8731 0.6730 -0.0147
N: 2.4210 0.6838 1.2392
N: 2.3282 -0.0963 -1.0549
O: 1.7020 0.7701 2.1681
O: 3.6374 0.7206 1.2509
O: 1.5372 -0.1082 -1.9555
O: 3.4137 -0.5684 -1.1822
O: 0.7891 -1.8553 1.4221
H: -3.5492 -1.3328 -0.0481
H: -2.9196 0.3314 -1.3313
H: -1.8075 -2.5319 1.5523
H: 0.4186 2.3930 -0.8529
H: -0.5252 1.5851 -2.3820
H: -1.3897 2.7107 -1.1420
H: 0.4507 -2.3445 2.2347



Here is a 2-piece molecular cluster, C3H10N2O2 overall from the Open Molecules 2025 dataset. Energies are from ωB97M-V with the def2-TZVPD basis set.

Properties
* relative energy (zero: lowest compared OMol25 entry of this formula, charge and spin): 68.9 kcal/mol
* E_HOMO: -7.89 eV
* total charge: 0
* orbital gap: 0.3150 Ha
* 2S+1: 1

Cartesian coordinates (Å):
C: -0.4639 0.5889 -2.4016
O: -0.0578 0.7498 -1.0891
H: 0.9565 0.1407 -0.2678
H: -1.1999 1.3511 -2.7122
H: -0.9482 -0.3981 -2.5753
H: 0.3729 0.6516 -3.1184
C: 1.3271 0.6397 1.8065
C: -0.3605 -0.7040 0.7563
N: -0.7300 -1.8275 0.1305
O: -1.3325 -0.1447 1.4781
N: 0.9257 -0.3352 0.7950
H: -1.1562 0.8044 1.5518
H: -0.0040 -2.3083 -0.3773
H: -1.6908 -1.8873 -0.1712
H: 0.8833 1.6268 1.6264
H: 2.4092 0.7508 1.7565
H: 1.0693 0.3012 2.8118



| no. | DFT total energy (eV) | F_max (eV/A) |
| --- | --- | --- |
| 1 | -19479.5655 | 3.90 |
| 2 | -9270.6631 | 5.10 |
| 3 | -13981.1633 | 2.93 |
| 4 | -10857.3310 | 1.15 |
| 5 | -22069.3482 | 5.87 |
| 6 | -10346.5005 | 0.69 |